Record 1
ORCA calculation (the ωB97M-V functional and the def2-TZVPD basis) on C23H27ClN2O in the gas phase.

Highest occupied orbital energy (eV): -8.349
Structure (SMILES): Cc1ccccc1C(=O)N[C@@H]1C[C@H]2CCC[C@@H](C1)N2Cc1ccc(Cl)cc1
Max |F| (eV Å⁻¹): 0.54
Orbital gap (Eh): 0.32936
DFT total energy (eV): -41840.8436
Energy above the lowest of the compared OMol25 structures with the same formula, charge and spin (kJ/mol): 0.0

Each line ends with the Mulliken charge.
Atoms and positions in Å:
H: -5.97 -2.44 1.85  0.411
C: 4.46 -0.13 -0.74  -0.112
C: 1.63 1.06 0.75  -0.192
H: 1.16 -0.68 -1.33  0.226
C: 3.25 -0.79 -0.90  0.071
Cl: 6.89 -3.02 0.53  -0.225
C: 1.94 2.40 1.44  -1.195
C: -4.19 -1.67 0.96  0.904
H: 2.20 3.84 -0.97  0.400
H: -5.88 -2.60 -2.41  0.398
H: 0.49 4.25 -1.08  0.374
H: -7.06 -3.00 -0.27  0.393
H: 6.52 -0.29 -0.17  0.411
C: -5.41 -2.34 -1.47  -0.679
C: 2.04 -0.03 -1.39  -0.453
C: -2.18 -0.81 -0.33  0.428
C: -4.15 -1.78 -1.46  -0.620
H: -2.95 0.78 0.65  0.434
H: 2.35 0.33 1.14  0.469
H: -3.85 -2.12 3.02  0.480
C: 3.18 -2.14 -0.61  -0.250
H: 2.24 -2.67 -0.73  0.463
H: 4.23 -3.89 0.04  0.410
H: 2.20 0.22 -2.44  0.372
C: 0.95 2.14 -1.25  -0.258
C: 1.15 3.56 0.87  -0.582
H: 0.21 -0.53 0.71  0.519
C: 1.20 3.54 -0.66  -1.069
H: -1.19 2.41 -1.50  0.290
H: -1.20 2.13 0.86  0.347
H: 3.01 2.59 1.30  0.417
C: -0.50 1.65 -1.13  -1.205
C: -5.46 -2.24 0.92  -0.658
H: 1.75 2.30 2.52  0.387
O: -1.25 -1.36 -0.90  -0.606
C: 0.22 0.51 1.03  -0.978
H: 4.51 0.93 -0.95  0.427
H: 1.58 4.50 1.23  0.502
C: -6.07 -2.56 -0.28  -0.519
C: -0.90 1.24 0.30  0.186
H: -3.89 -0.40 2.65  0.321
N: -2.10 0.40 0.26  -0.014
H: -3.61 -1.60 -2.38  0.456
N: 1.90 1.22 -0.67  0.224
H: 0.12 3.54 1.21  0.158
H: 1.17 2.21 -2.32  0.388
C: 5.58 -0.81 -0.29  -0.831
H: -0.61 0.77 -1.76  0.499
C: 4.29 -2.84 -0.18  -0.862
H: 0.03 0.53 2.11  0.294
C: -3.54 -1.43 -0.25  0.189
C: -3.55 -1.37 2.28  -1.626
C: 5.49 -2.16 -0.02  0.429
H: -2.47 -1.36 2.21  0.258

=====

Record 2
ORCA calculation (the ωB97M-V functional and the def2-TZVPD basis) on C23H27ClN2O5 in the gas phase.

Highest occupied orbital energy (eV): -8.348
Structure (SMILES): CCN(CC)CCCN1C(=O)C(=O)/C(=C(/O)c2ccc(OC)c(Cl)c2)[C@@H]1c1ccco1
Max |F| (eV Å⁻¹): 0.87
Orbital gap (Eh): 0.29548
DFT total energy (eV): -50028.1763
Energy above the lowest of the compared OMol25 structures with the same formula, charge and spin (kJ/mol): 205.8

Each line ends with the Mulliken charge.
Atoms and positions in Å:
O: 7.56 -0.18 0.37  -0.486
Cl: 6.31 -2.74 0.26  -0.214
C: 0.00 2.22 1.73  0.277
C: -6.06 -1.92 1.47  -1.064
H: -2.03 -1.84 -1.56  0.106
H: -6.31 -0.88 1.27  0.271
C: -0.68 1.26 -1.46  -0.571
O: 2.43 2.09 1.77  -0.661
C: -1.60 1.18 -3.42  -0.458
H: 3.59 -2.15 -0.13  0.609
H: -1.64 -3.07 -0.36  0.286
H: -0.73 -0.27 0.01  0.033
H: -2.43 2.59 1.86  0.546
H: -4.33 -1.47 2.67  0.361
H: -6.66 -2.25 2.32  0.421
H: -2.20 0.72 -4.18  0.493
C: -0.93 2.36 -3.37  -0.855
C: 8.34 0.98 0.51  -0.875
H: -3.85 0.80 2.25  0.516
C: -2.37 -2.76 -1.10  -1.094
C: 4.19 1.18 -0.19  -1.108
N: -3.64 -1.73 0.75  0.264
C: 1.38 1.75 1.28  0.665
C: 4.13 -1.21 -0.12  -0.561
H: -2.33 -0.09 2.13  0.448
O: 1.50 -0.91 -1.31  -0.549
C: 1.13 0.82 0.18  -0.715
H: -4.46 -2.19 -1.17  0.284
C: -3.73 -2.58 -0.43  -0.649
C: -0.33 2.42 -2.09  -0.365
H: 6.09 2.09 0.04  0.358
C: -0.35 0.76 -0.08  0.700
H: -4.08 -3.56 -0.10  0.557
C: 5.49 -1.24 0.08  0.155
H: 0.28 3.20 -1.70  0.618
H: 8.35 1.58 -0.40  0.343
C: 5.56 1.16 0.00  -0.591
O: -0.25 2.99 2.63  -0.686
C: 2.00 0.00 -0.45  1.603
H: -2.77 2.16 0.17  0.282
C: -4.57 -2.08 1.80  -0.707
C: -3.61 -0.31 0.42  -0.381
H: -2.44 -3.52 -1.87  0.491
O: -1.46 0.51 -2.26  -0.208
H: 7.99 1.60 1.35  0.355
C: 6.23 -0.05 0.16  0.979
H: -2.96 -0.21 -0.46  0.146
H: -4.60 0.07 0.13  0.316
N: -0.91 1.61 0.94  0.254
C: 3.46 0.00 -0.24  -0.177
H: 3.69 2.13 -0.32  0.437
C: -2.33 1.80 1.11  -1.221
H: -0.87 3.10 -4.15  0.481
H: 9.35 0.63 0.72  0.248
C: -3.04 0.52 1.57  -0.884
H: 2.21 -1.44 -1.70  0.432
H: -4.37 -3.12 2.07  0.475
H: -6.33 -2.52 0.61  0.270

=====

Record 3
ORCA calculation (the ωB97M-V functional and the def2-TZVPD basis) on 2 unconnected molecules or ions with the total composition C23H27F3N2O2 in a non-equilibrium geometry.

Highest occupied orbital energy (eV): -6.514
Max |F| (eV Å⁻¹): 1.83
Orbital gap (Eh): 0.18188
DFT total energy (eV): -39515.3844
Energy above the lowest of the compared OMol25 structures with the same formula, charge and spin (kJ/mol): 293.1

Each line ends with the Mulliken charge.
Atoms and positions in Å:
C: 4.55 -2.90 -1.89  -0.312
C: 4.38 -2.76 -0.51  -0.580
H: -3.07 0.71 1.59  0.400
H: -1.93 -1.85 -2.11  0.317
H: -1.80 -4.26 -0.16  0.396
C: -2.50 0.14 2.32  -0.439
C: 0.33 1.99 -0.72  -0.198
H: 1.13 2.39 -3.36  0.462
H: -0.93 6.10 -0.85  0.406
C: 3.81 -2.10 -2.77  -0.791
C: 2.91 -1.17 -2.26  -0.346
H: 3.32 -1.72 1.06  0.438
O: 1.35 -0.22 0.89  -0.770
H: 3.93 -2.19 -3.85  0.367
H: 4.94 -3.38 0.20  0.362
H: -0.70 1.46 -4.71  0.425
C: -0.21 5.32 -1.11  -1.205
H: -0.09 3.65 -3.62  0.427
F: -0.91 -0.32 6.77  -0.260
H: -1.71 4.08 -2.05  0.406
N: -1.34 -2.26 -0.12  0.245
C: -1.54 -3.52 0.60  -0.974
C: -2.06 -0.11 6.06  0.836
C: -2.65 0.37 3.68  -0.936
C: 1.29 1.00 -1.13  0.013
H: -0.71 0.67 -3.12  -0.115
H: -1.89 1.95 -3.48  0.346
H: -0.17 -1.86 -1.85  0.128
C: -0.94 -1.29 4.16  -0.954
C: -1.12 -2.35 -1.57  -0.548
H: 0.51 5.22 -0.30  0.283
H: -0.34 -1.83 4.88  0.414
C: -1.59 -0.84 1.85  0.869
H: 2.31 -0.56 -2.95  0.383
C: 0.10 2.68 -3.13  -0.901
N: -0.02 2.93 -1.68  0.349
H: -0.03 -2.24 2.46  0.412
C: 2.75 -1.00 -0.88  0.566
H: -0.63 -3.85 1.11  0.326
C: 1.75 -0.04 -0.28  0.143
H: -1.08 -3.41 -1.83  0.325
C: -1.49 -1.08 0.44  -0.636
H: -1.61 -0.25 -0.26  0.364
F: -2.49 1.15 6.34  -0.261
F: -3.00 -0.97 6.58  -0.247
H: -1.37 3.70 -0.32  0.311
C: -0.86 1.62 -3.64  -0.690
H: 5.26 -3.63 -2.29  0.365
H: 1.84 1.19 -2.05  0.505
C: -0.79 -1.53 2.80  -0.111
H: -3.37 1.11 4.03  0.407
C: -1.87 -0.34 4.58  0.402
H: -2.35 -3.44 1.34  0.377
O: -0.17 2.06 0.42  -0.750
H: 0.31 5.59 -2.03  0.282
C: 3.48 -1.82 -0.01  -0.402
C: -0.93 4.00 -1.28  -0.631

=====

Record 4
ORCA calculation (the ωB97M-V functional and the def2-TZVPD basis) on 3 unconnected molecules or ions with the total composition C23H27F5O6.

Highest occupied orbital energy (eV): -9.209
Structure (SMILES): C[C@H](O)COc1cccc2c1C(=O)C=C(C(F)(F)C(F)(F)F)C2=O.C1CCOC1.C1CCOC1
Max |F| (eV Å⁻¹): 0.80
Orbital gap (Eh): 0.29830
DFT total energy (eV): -50159.8800

Each line ends with the Mulliken charge.
Atoms and positions in Å:
H: 1.91 -0.74 -4.98  0.325
H: -4.54 1.62 -2.29  0.302
H: 3.48 0.83 -3.37  0.302
O: 1.80 1.48 0.91  -0.562
C: -2.23 -1.57 1.55  0.559
C: -1.62 0.81 2.11  0.828
O: 0.22 -0.42 -0.65  -0.516
F: -1.42 -4.51 1.86  -0.239
C: 0.47 2.58 2.49  -0.348
C: 2.46 -2.31 -3.54  -0.447
C: -2.70 -0.19 1.91  -0.083
C: -3.04 2.93 -3.13  -0.589
F: -2.75 -2.83 3.42  -0.311
C: -0.36 -0.45 0.41  0.242
H: 5.20 -0.39 3.02  0.316
O: 3.40 -0.75 -2.05  -0.327
H: -2.04 2.83 -3.57  0.249
O: -3.88 0.09 2.02  -0.606
H: 2.12 -0.60 0.89  0.191
C: -2.65 -4.13 1.49  0.499
H: 4.38 -2.50 -2.53  0.326
H: -0.84 3.52 3.92  0.403
C: -1.77 1.84 3.02  -1.197
H: -3.96 4.32 -1.73  0.287
C: 0.62 1.55 1.58  -0.092
C: 2.71 -1.00 -4.29  -0.582
C: 2.62 0.34 1.15  -0.699
H: 3.54 1.19 2.88  0.299
H: 1.28 3.27 2.66  0.510
H: 2.98 -2.67 -1.44  0.235
H: -2.25 4.67 -2.03  0.280
C: 4.29 -0.81 2.60  -1.211
H: 2.40 -0.47 4.23  0.305
H: -3.72 3.28 -3.90  0.389
H: 1.86 0.37 -2.83  0.025
C: -2.98 3.87 -1.92  -0.500
H: 3.98 -1.68 3.17  0.349
F: -2.69 -4.10 0.16  -0.240
C: -1.11 -1.68 0.84  -1.174
O: 2.05 -0.17 3.39  -0.480
H: 3.46 0.44 0.47  0.485
C: -3.01 -2.74 2.09  0.978
C: -0.72 2.73 3.20  -0.838
H: -3.21 0.74 -3.06  0.380
H: 3.64 -1.06 -4.85  0.282
C: -2.71 1.67 -1.15  0.559
F: -4.33 -2.59 1.93  -0.289
F: -3.51 -5.04 1.91  -0.264
C: 2.83 -0.01 -3.14  -0.177
H: -3.22 1.15 -0.35  -0.071
C: 3.15 0.22 2.56  0.406
C: 3.36 -2.15 -2.32  -0.440
C: -3.46 1.62 -2.47  -0.662
C: -0.44 0.67 1.38  1.517
H: 4.52 -1.18 1.60  0.293
H: -1.69 1.28 -1.24  -0.230
H: 1.41 -2.37 -3.23  0.178
O: -2.61 3.06 -0.81  -0.422
H: 2.70 -3.20 -4.12  0.358
H: -0.69 -2.64 0.54  0.416
H: -2.69 1.94 3.57  0.526